(1)
{"formula": "C22H44IrNSSi5", "method": "ωB97M-V/def2-TZVPD", "total_charge": 0, "homo_lumo_gap_ev": 7.186, "relative_energy_kcal_mol": 0.0, "homo_ev": -7.521, "species": ["Ir", "S", "C", "C", "C", "C", "C", "C", "C", "C", "C", "N", "H", "H", "H", "H", "H", "H", "C", "Si", "C", "C", "C", "H", "H", "H", "H", "H", "H", "H", "H", "H", "H", "H", "C", "Si", "C", "C", "Si", "Si", "C", "C", "C", "Si", "C", "C", "C", "H", "H", "H", "H", "H", "H", "H", "H", "H", "H", "H", "H", "H", "H", "H", "H", "H", "H", "H", "H", "H", "H", "H", "H", "H", "H", "H"], "coordinates": [[0.90008, 0.56051, 0.56802], [4.48908, -2.00316, 0.44566], [4.06403, -1.64087, -1.17642], [2.91672, -0.91577, -1.27479], [2.34689, -0.61546, -0.00047], [3.09473, -1.16458, 1.02041], [2.61381, -1.06495, 2.37822], [3.20245, -1.64960, 3.49771], [2.59088, -1.51138, 4.72794], [1.40608, -0.79427, 4.82983], [0.87717, -0.24093, 3.68028], [1.45356, -0.36817, 2.48595], [4.69778, -1.98363, -1.97860], [2.48683, -0.59825, -2.21403], [4.12329, -2.20655, 3.39399], [3.03452, -1.96311, 5.60572], [0.89623, -0.66988, 5.77370], [-0.04349, 0.32666, 3.70017], [1.81776, 3.82640, 1.06361], [2.03187, 3.18463, -0.69816], [3.78485, 2.53493, -0.88481], [1.78168, 4.61455, -1.89773], [0.74858, 1.85006, -1.03612], [2.45567, 4.69406, 1.24610], [2.07467, 3.06735, 1.80876], [0.78364, 4.13073, 1.24550], [4.50802, 3.33950, -0.73347], [3.94509, 2.12361, -1.88371], [4.00592, 1.74188, -0.16761], [2.51142, 5.40984, -1.72894], [0.78510, 5.04625, -1.78462], [1.88322, 4.27832, -2.93104], [0.92276, 1.44164, -2.03551], [-0.23871, 2.33272, -1.10284], [-3.37147, -0.85913, -2.74985], [-1.51600, -0.51980, -2.65561], [-1.20584, 1.02623, -3.68904], [-0.63722, -1.93110, -3.54768], [-0.92267, -0.46150, -0.35756], [-1.13312, -2.70256, 0.39713], [0.21732, -3.75159, -0.39731], [-2.80107, -3.49526, 0.00503], [-0.88542, -2.84078, 2.25663], [-2.56275, 0.90963, 0.59343], [-3.11915, 2.32209, -0.53228], [-4.10050, -0.09063, 1.04404], [-1.94425, 1.71185, 2.19546], [-3.63968, -1.03178, -3.79605], [-3.96738, -0.01899, -2.39003], [-3.66476, -1.74118, -2.18260], [-1.66290, 0.87470, -4.67140], [-0.14173, 1.20091, -3.84289], [-1.63490, 1.92818, -3.25131], [-0.79151, -1.84921, -4.62627], [-1.01867, -2.90234, -3.23043], [0.43794, -1.92127, -3.35663], [0.03465, -3.92526, -1.45717], [0.26852, -4.72405, 0.09962], [1.19414, -3.27073, -0.30235], [-3.04464, -3.46106, -1.05620], [-3.62281, -3.03962, 0.55864], [-2.74396, -4.54967, 0.29190], [0.09268, -2.45807, 2.53590], [-0.93817, -3.88715, 2.56797], [-1.64444, -2.28565, 2.81285], [-3.74699, 1.97141, -1.35266], [-2.29317, 2.88771, -0.96521], [-3.71472, 3.01473, 0.06908], [-4.46854, -0.67704, 0.20100], [-4.90156, 0.58293, 1.36078], [-3.89213, -0.77754, 1.86700], [-0.92130, 2.09985, 2.11665], [-1.95976, 0.98246, 3.00823], [-2.58424, 2.54718, 2.48652]], "forces_ev_per_angstrom": [[-0.19, 0.24, 0.33], [-0.11, -0.01, 0.00], [-0.02, -0.03, 0.02], [-0.05, -0.01, 0.02], [0.02, 0.26, -0.03], [-0.02, -0.05, -0.08], [-0.06, -0.09, 0.16], [-0.04, 0.06, 0.01], [0.03, -0.02, 0.03], [-0.01, 0.01, -0.03], [0.05, 0.10, 0.05], [0.20, -0.16, -0.40], [0.01, -0.01, -0.01], [0.04, 0.03, -0.01], [0.02, 0.00, -0.02], [-0.01, 0.00, 0.00], [0.00, 0.00, 0.01], [0.01, -0.01, 0.00], [-0.03, 0.00, -0.08], [-0.11, -0.05, -0.11], [-0.07, 0.03, 0.00], [0.05, -0.01, 0.13], [0.17, -0.03, -0.01], [0.02, 0.01, 0.02], [0.02, -0.03, 0.02], [-0.01, 0.01, 0.00], [0.02, 0.01, 0.00], [0.01, 0.00, -0.02], [-0.01, -0.01, 0.02], [0.01, 0.01, -0.01], [-0.02, 0.00, 0.00], [0.00, -0.02, -0.02], [0.09, -0.04, 0.03], [0.05, 0.01, 0.03], [0.05, 0.01, -0.04], [0.09, 0.03, 0.01], [-0.04, -0.05, 0.03], [-0.01, 0.03, 0.05], [0.00, -0.36, -0.14], [0.07, 0.05, -0.07], [-0.02, 0.06, 0.06], [0.12, -0.05, 0.00], [-0.10, 0.02, -0.03], [-0.32, 0.07, 0.06], [0.01, -0.04, 0.08], [0.05, 0.14, 0.01], [0.11, -0.07, -0.05], [-0.03, 0.00, -0.01], [0.02, 0.01, 0.00], [-0.01, -0.04, 0.03], [-0.02, 0.00, -0.01], [0.02, 0.01, -0.03], [0.00, 0.00, 0.03], [-0.01, 0.01, -0.02], [-0.01, -0.04, 0.02], [0.01, 0.00, -0.01], [0.00, 0.01, -0.05], [0.00, -0.02, 0.00], [0.01, 0.00, 0.02], [0.01, -0.01, -0.05], [0.01, 0.03, 0.00], [-0.05, 0.00, 0.02], [0.07, -0.02, 0.05], [-0.03, -0.02, -0.02], [0.01, 0.03, 0.03], [0.02, -0.02, 0.00], [0.02, 0.00, 0.03], [-0.04, 0.03, -0.03], [0.01, 0.01, -0.03], [-0.03, -0.02, 0.03], [0.01, -0.02, 0.00], [0.00, 0.04, -0.01], [0.00, -0.01, 0.00], [-0.04, 0.03, 0.00]]}

---

(2)
{"formula": "C22H44N2O5", "method": "ωB97M-V/def2-TZVPD", "total_charge": 0, "homo_lumo_gap_ev": [8.566, 9.799], "s2": 2.0083, "relative_energy_kcal_mol": 0.0, "multiplicity": 3, "homo_ev": [-7.864, -9.105], "species": ["O", "C", "O", "C", "C", "C", "O", "H", "H", "H", "H", "H", "H", "H", "H", "C", "C", "C", "C", "C", "C", "N", "O", "C", "C", "C", "H", "H", "H", "H", "H", "H", "H", "H", "H", "H", "H", "H", "H", "H", "H", "H", "H", "H", "C", "C", "C", "C", "C", "C", "N", "O", "C", "C", "C", "H", "H", "H", "H", "H", "H", "H", "H", "H", "H", "H", "H", "H", "H", "H", "H", "H", "H"], "coordinates": [[3.96707, 1.34556, 1.24423], [3.96821, 1.81546, 0.14230], [2.89985, 2.28843, -0.51592], [1.95372, 3.09213, 0.23799], [1.03799, 2.31315, 1.16726], [0.49608, 1.05042, 0.53789], [-0.31396, 1.44549, -0.57085], [4.87877, 1.91494, -0.46731], [2.52120, 3.84488, 0.78937], [1.37084, 3.59764, -0.52637], [1.54502, 2.07105, 2.10008], [0.18357, 2.96192, 1.38389], [1.30734, 0.40164, 0.20661], [-0.10848, 0.51111, 1.27343], [-0.48975, 0.67071, -1.10963], [4.53890, -3.35184, -0.22593], [3.85207, -2.88166, 1.06133], [4.84389, -2.24067, 2.04463], [5.73671, -3.24478, 2.76731], [4.89825, -4.31559, 3.46143], [3.94741, -5.04236, 2.50382], [3.14198, -4.00159, 1.76947], [2.11170, -3.61456, 2.41855], [4.73463, -5.96227, 1.56497], [2.97017, -5.91924, 3.28041], [2.81513, -1.84254, 0.65270], [5.09218, -4.27691, -0.13216], [3.79585, -3.49396, -1.01232], [5.23707, -2.58166, -0.55695], [4.26985, -1.68082, 2.78867], [5.44088, -1.50676, 1.49886], [6.45021, -3.69793, 2.07280], [6.33231, -2.71665, 3.51436], [5.53813, -5.06278, 3.93900], [4.30520, -3.84638, 4.25214], [4.11463, -6.29605, 0.73199], [5.04117, -6.84193, 2.13202], [5.64156, -5.51243, 1.17068], [2.42927, -5.35247, 4.03196], [3.53346, -6.71296, 3.77407], [2.24369, -6.37568, 2.60718], [2.02903, -2.29280, 0.04491], [3.31906, -1.07586, 0.06051], [2.35885, -1.36775, 1.51541], [-4.18825, 4.35353, -3.43376], [-3.81350, 3.30743, -2.37805], [-3.83638, 1.88037, -2.94812], [-5.23722, 1.31455, -3.16200], [-6.05714, 1.39843, -1.87679], [-6.13554, 2.82067, -1.31106], [-4.72979, 3.34968, -1.18616], [-4.15927, 2.99936, -0.09824], [-7.03118, 3.69771, -2.19206], [-6.74997, 2.80859, 0.08523], [-2.40123, 3.63405, -1.90774], [-5.24583, 4.42141, -3.65216], [-3.85756, 5.34068, -3.10748], [-3.67304, 4.11764, -4.36606], [-3.30074, 1.23120, -2.24801], [-3.26931, 1.87749, -3.88223], [-5.74157, 1.83470, -3.98149], [-5.15746, 0.26947, -3.46792], [-7.07676, 1.03926, -2.04160], [-5.60438, 0.74796, -1.12238], [-6.90717, 4.75354, -1.94835], [-8.06895, 3.42508, -1.99691], [-6.86659, 3.56102, -3.25722], [-6.21909, 2.13780, 0.75367], [-7.78756, 2.47982, 0.00510], [-6.73476, 3.80831, 0.52067], [-2.37745, 4.59838, -1.39851], [-1.75351, 3.69608, -2.78658], [-1.99955, 2.88020, -1.23861]], "forces_ev_per_angstrom": [[0.00, 0.25, 0.09], [-0.10, -0.08, 0.03], [0.35, 0.42, 0.00], [-0.16, -0.12, 0.10], [0.00, -0.04, -0.09], [-0.20, 0.10, -0.01], [0.14, -0.09, 0.01], [-0.11, -0.24, -0.14], [-0.01, -0.05, 0.02], [0.02, -0.08, -0.09], [0.00, -0.03, -0.01], [0.07, 0.01, 0.14], [0.05, -0.01, 0.03], [0.04, -0.05, -0.01], [-0.04, -0.04, -0.05], [-0.04, -0.09, -0.02], [0.02, -0.01, -0.22], [0.01, -0.02, 0.11], [-0.02, -0.01, -0.04], [0.05, 0.06, 0.04], [-0.01, -0.16, -0.13], [0.30, 0.26, 0.34], [-0.26, -0.10, -0.12], [-0.02, -0.01, -0.05], [0.02, 0.02, 0.08], [0.02, 0.06, 0.00], [0.06, 0.04, 0.03], [0.00, -0.04, 0.01], [-0.05, 0.04, -0.03], [-0.04, -0.04, -0.01], [0.00, 0.01, 0.02], [-0.03, -0.02, -0.02], [0.04, -0.01, -0.02], [0.01, 0.02, 0.01], [-0.05, -0.01, -0.03], [0.00, 0.01, 0.00], [-0.02, -0.01, -0.01], [0.01, 0.00, 0.02], [-0.02, 0.02, -0.01], [0.00, 0.01, -0.01], [0.00, 0.00, 0.00], [0.01, -0.03, 0.02], [0.00, -0.03, 0.00], [-0.02, 0.01, 0.02], [-0.06, 0.06, 0.05], [0.02, 0.18, -0.11], [-0.04, -0.10, 0.04], [0.00, 0.05, 0.00], [0.02, -0.07, -0.04], [-0.11, 0.17, -0.01], [0.04, -0.49, -0.17], [0.04, 0.22, 0.19], [0.01, 0.05, 0.00], [-0.01, -0.08, 0.01], [0.08, -0.03, -0.03], [0.00, -0.06, -0.05], [-0.03, 0.00, 0.01], [0.06, 0.03, 0.02], [-0.02, 0.04, 0.05], [0.00, -0.02, 0.00], [0.00, 0.04, 0.02], [-0.02, 0.01, -0.04], [0.01, -0.02, -0.01], [0.02, 0.05, 0.03], [0.00, 0.00, -0.01], [0.00, 0.02, 0.01], [-0.01, -0.02, 0.00], [0.03, 0.01, 0.01], [0.01, 0.00, 0.00], [0.00, 0.00, 0.00], [-0.03, 0.00, 0.00], [-0.03, 0.01, -0.01], [-0.04, 0.04, 0.01]]}

---

(3)
{"formula": "C22H44N3OP2Sc", "method": "ωB97M-V/def2-TZVPD", "total_charge": 2, "homo_lumo_gap_ev": 8.152, "homo_ev": -14.935, "species": ["Sc", "P", "P", "N", "C", "H", "H", "C", "H", "H", "C", "H", "H", "C", "H", "H", "C", "C", "H", "H", "H", "C", "C", "H", "H", "H", "C", "C", "H", "H", "H", "C", "C", "H", "H", "H", "C", "O", "C", "H", "H", "H", "C", "H", "H", "H", "C", "H", "H", "H", "C", "H", "H", "H", "H", "H", "H", "H", "H", "H", "N", "C", "C", "C", "C", "C", "N", "H", "H", "H", "H", "H", "H"], "coordinates": [[0.16572, -0.05008, -0.07051], [-1.73356, -1.50657, -0.94822], [1.75700, -0.08181, 1.93225], [0.28723, -2.54204, 0.94060], [-1.95306, -3.08063, -0.04023], [-3.00582, -3.21522, 0.24446], [-1.68785, -3.92297, -0.69435], [-1.05938, -3.14467, 1.20402], [-1.49916, -2.62948, 2.07310], [-0.93854, -4.20183, 1.51173], [1.31216, -2.83054, 2.02667], [2.25827, -3.12470, 1.53107], [0.98861, -3.70588, 2.61723], [1.50387, -1.60784, 2.93105], [2.34045, -1.76086, 3.62941], [0.59449, -1.45958, 3.52802], [1.78550, 1.40522, 3.02952], [0.43161, 2.14662, 3.09144], [-0.30569, 1.60863, 3.69688], [-0.04132, 2.32164, 2.11183], [0.56543, 3.16082, 3.50122], [3.44805, -0.27514, 1.17749], [3.77560, 0.79885, 0.11296], [4.25193, 0.34860, -0.77021], [4.45124, 1.57386, 0.50464], [2.89236, 1.31780, -0.29450], [-1.35117, -1.97926, -2.69984], [-1.54487, -0.80999, -3.67075], [-0.96584, -0.94259, -4.60125], [-1.19773, 0.13698, -3.24030], [-2.59950, -0.66245, -3.95563], [-3.37552, -0.68813, -0.88235], [-3.34947, 0.77039, -1.35107], [-4.25903, 1.30220, -1.03101], [-3.27926, 0.86199, -2.44299], [-2.49742, 1.33125, -0.94918], [-1.42632, 0.14771, 1.56815], [-2.22513, 0.29888, 2.41263], [4.53167, -0.40202, 2.27202], [4.17452, -0.19596, 3.29144], [4.94291, -1.42356, 2.29373], [5.38015, 0.27383, 2.07874], [-2.12541, -3.23756, -3.11467], [-2.54998, -3.14581, -4.12557], [-1.48290, -4.12709, -3.09361], [-2.97176, -3.46142, -2.45244], [-4.42718, -1.49861, -1.62487], [-5.40454, -1.00726, -1.53032], [-4.20815, -1.57577, -2.69523], [-4.52893, -2.50604, -1.21295], [2.90084, 2.37654, 2.64018], [2.79130, 2.71543, 1.60444], [2.86976, 3.28463, 3.25465], [3.89905, 1.94662, 2.72939], [1.98721, 0.99147, 4.02991], [-3.61717, -0.67301, 0.19050], [3.39687, -1.23214, 0.64374], [-0.26999, -2.19038, -2.67572], [0.65762, -2.99645, 0.09624], [1.44758, -0.92796, -1.06915], [-1.41569, 2.19330, -2.93537], [-0.57092, 2.79146, -1.98244], [-0.29901, 4.15641, -2.05491], [0.56826, 4.71763, -1.14302], [1.12826, 3.87873, -0.15732], [0.77716, 2.52964, -0.12787], [-0.07197, 1.98860, -1.03235], [-0.89843, 2.07671, -3.82233], [-2.17466, 2.84719, -3.16044], [-0.79402, 4.68896, -2.87236], [0.82780, 5.77265, -1.18560], [1.82583, 4.25137, 0.58578], [1.19002, 1.81066, 0.62379]], "forces_ev_per_angstrom": [[1.13, -0.43, -1.59], [-0.77, 0.04, -0.83], [0.84, -0.22, 0.08], [0.18, -0.28, -0.01], [0.31, -0.33, 0.42], [0.28, 0.03, -0.10], [-0.11, 0.30, 0.06], [0.47, -0.24, 0.55], [0.05, -0.04, -0.33], [-0.10, 0.41, -0.13], [-0.29, -0.01, -0.61], [-0.48, 0.30, 0.25], [0.11, 0.39, -0.14], [-0.06, 0.02, 0.14], [-0.24, 0.05, -0.17], [0.15, 0.04, 0.02], [-0.03, 0.05, 0.65], [-0.30, 0.05, 0.02], [0.20, 0.19, 0.04], [0.24, -0.13, 0.31], [0.00, -0.48, 0.13], [0.11, 0.03, 0.17], [0.04, 0.23, -0.46], [-0.02, 0.03, 0.41], [-0.26, -0.33, -0.12], [0.40, -0.27, 0.15], [0.10, -0.10, -0.18], [0.14, 0.47, -0.20], [-0.27, -0.30, 0.37], [-0.16, -0.53, -0.06], [0.36, -0.15, 0.14], [-0.21, 0.09, -0.09], [-0.25, 0.25, -0.11], [0.17, -0.33, -0.03], [-0.12, -0.23, 0.53], [-0.20, -0.19, 0.07], [-4.63, 0.81, 5.12], [3.89, -0.88, -4.28], [0.53, -0.39, 0.19], [0.06, 0.01, -0.28], [-0.13, 0.36, 0.00], [-0.34, -0.23, 0.05], [-0.23, -0.67, -0.12], [0.29, 0.03, 0.27], [-0.14, 0.21, -0.13], [0.23, 0.07, -0.27], [-0.63, 0.10, -0.02], [0.18, -0.12, 0.01], [-0.03, 0.04, 0.25], [-0.06, 0.08, -0.12], [0.22, 0.36, -0.18], [0.08, -0.08, 0.23], [-0.08, -0.31, 0.06], [-0.19, 0.08, 0.05], [0.04, 0.31, -0.12], [-0.03, -0.18, -0.08], [-0.22, 0.18, 0.12], [-0.28, -0.03, 0.05], [-0.22, 0.31, 0.28], [-0.24, 0.12, 0.12], [0.15, 0.77, -1.08], [-0.09, 0.02, -0.12], [-0.15, -0.25, -0.03], [0.28, -0.36, 0.52], [-0.07, -0.41, 0.13], [-0.17, 0.73, -0.70], [0.50, 0.20, 0.35], [-0.29, -0.04, 0.54], [0.28, -0.32, 0.04], [0.41, 0.12, 0.44], [-0.03, -0.20, 0.05], [-0.15, 0.11, -0.19], [-0.18, 1.07, -0.54]]}